# 1
8
Properties=species:S:1:pos:R:3 method="wB97M-V/def2-TZVPD" largest_force_ev_per_a=2.37 gap_ev="7.82 / 7.35" charge=0 homo_ev="-8.30 / -8.50" relative_energy_kcal_mol=87.2
I -2.3762 -0.8900 -3.4014
I -3.0752 2.1737 -1.6250
Cl -1.1235 1.3120 1.0755
Cl -0.5764 1.7611 -3.3308
C -0.6714 -0.0732 0.3030
C -1.7229 0.9051 -2.5391
H -1.4809 -0.7066 0.1138
H 0.0803 0.0206 -0.5013



# 2
53
Properties=species:S:1:pos:R:3 method="wB97M-V/def2-TZVPD" largest_force_ev_per_a=0.61 gap_ev=8.12 charge=+1 homo_ev=-12.07
O 0.7754 0.5922 0.2593
O -5.0321 -4.0548 -0.7388
O 5.5962 -2.9742 0.7627
O 6.5473 -1.0047 0.8711
O 0.6636 2.7136 -0.8753
N -3.9211 -3.4909 1.1772
N -2.0906 0.3605 -0.6950
C -1.4685 1.4255 -0.3441
C -4.2931 -3.3043 -0.1481
C 6.6070 -2.2564 -1.2671
C -3.7484 1.6352 0.2948
C -4.3625 -0.8015 -0.5279
C -6.2685 1.7664 0.8029
C 7.4058 0.0101 0.3322
C -3.6345 -2.1193 -0.8503
C -3.5707 0.4954 -0.7271
C 6.6548 0.9899 -0.5440
C 6.2296 -2.1310 0.1902
C -5.0440 2.4280 0.1733
C -2.4928 2.4687 -0.0045
C 2.5538 -0.6149 1.3816
C 2.1979 0.6223 0.5785
B 0.1284 1.6078 -0.2905
H -6.3259 0.7010 0.5870
H -4.7351 -0.8252 0.4976
H 8.2496 -0.4396 -0.1909
H 6.7827 -3.3090 -1.4716
H -3.7095 -2.3332 -1.9138
H -5.2259 2.6226 -0.8872
H -3.9529 -2.6720 1.7695
H 2.7389 0.6844 -0.3634
H 7.8050 0.5126 1.2113
H -2.1689 3.1046 0.8182
H -4.4590 -4.2428 1.5933
H 6.2378 0.5037 -1.4265
H 7.4785 -1.6828 -1.5660
H 2.3948 1.5407 1.1290
H -4.8867 3.3975 0.6503
H -5.2291 -0.7387 -1.1820
H 3.1566 -0.3525 2.2477
H 0.4370 3.5916 -0.5623
H 5.8387 1.4443 0.0193
H 1.6444 -1.1066 1.7194
H -6.2683 1.8956 1.8850
H 5.7553 -1.9318 -1.8661
H 3.1262 -1.3228 0.7865
H -3.7931 0.9196 -1.7138
H -3.6241 1.1926 1.2907
H -2.6566 3.0832 -0.9001
H 7.3248 1.7823 -0.8783
H -7.1830 2.2151 0.4216
H -1.6017 -0.4877 -0.9593
H -2.5836 -2.1101 -0.5563



# 3
65
Properties=species:S:1:pos:R:3 method="wB97M-V/def2-TZVPD" largest_force_ev_per_a=4.01 gap_ev=10.09 smiles="NC(N)=O.NC(N)=O.NC(N)=O.NC(N)=O.NC(N)=O.NC(N)=O.NC(N)=O.O.O.O" charge=0 homo_ev=-9.86 relative_energy_kcal_mol=19.5
O 1.8595 1.4025 0.2044
O -2.5144 4.5136 4.1092
O 2.0780 -1.8229 -3.7760
O -0.4684 0.0474 0.2451
O -2.4751 -0.6420 2.5634
O -0.8368 -1.5464 4.4162
O -4.3035 1.0411 -1.1098
O 1.6555 -4.0486 0.7320
O 5.7448 1.4135 -2.8860
O 0.2572 0.4270 -3.3803
N 2.8828 -0.0625 1.6433
N -4.3321 2.2238 -3.1484
N 0.8088 -3.8083 2.7544
N 0.8757 -3.3022 -2.5224
N -4.3859 0.1131 1.6117
N -0.0238 -2.5920 1.0497
N 4.9862 -0.7267 -3.1030
N 3.6310 0.9957 -3.7253
N -4.4736 -0.5572 3.7873
N -3.2530 4.2300 1.9131
N 2.6760 -2.1954 -1.6461
N -1.1091 3.8588 2.3904
N 3.9903 0.7572 -0.3518
N -2.3051 1.6008 -2.0498
C 4.8083 0.6437 -3.2174
C -3.6976 -0.3952 2.6175
C -2.3172 4.2360 2.9226
C 1.8713 -2.4526 -2.7113
C -3.6903 1.6409 -2.0191
C 0.8453 -3.5051 1.4809
C 2.8499 0.7708 0.4837
H 0.0087 -2.4324 0.0787
H -3.0240 3.8019 1.0034
H 0.5835 -3.8697 -3.3109
H 0.1370 -3.3109 3.3597
H 1.9991 -0.3015 2.0150
H 3.6369 1.8936 -4.1774
H -4.0353 0.4677 0.7069
H 0.3534 0.4971 -2.4084
H 3.2076 -1.3446 -1.6799
H 4.2786 -1.3848 -3.3297
H 2.5862 -2.7831 -0.8055
H 5.8675 -0.9700 -2.6282
H 0.3767 0.5785 0.3976
H -1.0578 0.3228 0.9577
H -5.2634 0.4871 1.9288
H -0.3197 3.6546 3.0711
H -4.2541 4.2011 2.0430
H -5.3532 2.4155 -2.9802
H -5.4627 -0.7914 3.6340
H 0.4476 -0.5098 -3.5291
H 4.0586 1.4758 -1.0252
H 4.8646 0.3520 -0.0708
H -1.5172 -0.9420 4.0081
H -3.9051 2.7144 -3.9161
H -1.9054 1.0842 -1.2994
H 3.5859 -0.8201 1.6474
H -3.9677 -1.0199 4.5079
H -0.2719 -1.0675 5.0027
H -0.9142 3.5411 1.4308
H -1.6548 1.8183 -2.7946
H 1.1379 -3.9434 -1.7390
H -0.3667 -1.8698 1.6844
H 3.0413 0.2770 -4.0803
H 1.4674 -4.4807 3.0197



# 4
119
Properties=species:S:1:pos:R:3 method="wB97M-V/def2-TZVPD" largest_force_ev_per_a=4.22 gap_ev="8.09 / 7.26" spin_multiplicity=3 charge=0 homo_ev="-7.94 / -8.01" relative_energy_kcal_mol=76.4
Pt -1.6846 1.8278 2.8806
O -4.0597 0.9675 -2.9313
O -2.0140 3.7095 1.8392
O 2.3963 0.3460 -6.4170
O -2.2998 -1.5515 -6.2787
O 5.2921 5.9998 1.0403
O -3.8068 1.0345 2.8374
O -1.0091 0.1878 1.5414
O -1.2225 0.5023 4.6872
O 0.7655 -4.8700 4.8409
O 6.3513 -0.5266 1.2581
N 4.7807 -1.8693 0.4565
N -1.7595 -2.3056 -4.2465
N 0.4777 -1.0135 5.2298
N 5.2429 3.7792 0.6122
N 2.7357 0.4348 -4.1704
N -1.4302 -4.8055 4.1609
N -2.1915 2.0005 -3.7983
N -5.4560 0.3974 1.3498
C 3.8445 3.6673 0.2835
C 1.7020 -0.5972 -3.9570
C -2.7964 -5.3740 4.2541
C -2.2717 4.4072 0.6613
C -6.8776 0.5600 0.8942
C 5.8722 2.4397 0.5314
C -1.2328 -3.8917 2.9895
C 0.9562 -1.9488 6.3089
C -0.4074 -5.2306 4.9979
C -4.5719 -0.2687 0.3455
C 0.9281 0.8343 0.3351
C -0.6980 -0.3334 5.4343
C 3.6802 -1.0453 0.8378
C -0.3536 0.0462 0.3343
C -2.4227 -1.4670 -5.0588
C -1.0813 4.3128 -0.2756
C -3.5584 3.9815 -0.0277
C 3.0011 0.8295 -5.4417
C -0.8941 2.5179 -3.4927
C 3.2055 1.1630 -2.9843
C -4.9958 0.9322 2.5200
C 6.0592 -1.6163 0.7109
C -0.1106 -1.4559 0.0242
C 5.8760 4.8891 1.0528
C -0.9275 -3.4542 -4.7761
C -1.9720 -2.1582 -2.8200
C 1.3832 -0.7317 4.1134
C -2.6583 2.2034 -5.2096
C -2.8951 1.4171 -2.8031
C 4.3949 -3.1986 0.0059
H -5.0639 -1.2345 0.4608
H -1.3321 -4.4126 -4.4510
H -0.9281 3.6030 -3.5909
H -3.0567 -0.6866 -4.6101
H 3.6148 -3.2560 -0.7533
H 1.2938 -1.0438 -4.8636
H -3.4109 -4.4814 4.3711
H 6.9327 2.4491 0.7831
H 0.7422 1.8969 0.4909
H -1.1406 4.9626 -1.1488
H -0.9998 -2.1540 -2.3272
H 1.5370 -1.7199 3.6799
H 3.8280 1.5561 -5.4186
H 3.3801 3.0361 1.0412
H 0.0669 -3.4308 -4.3302
H 5.3775 1.7282 1.1926
H -0.6305 2.4367 -2.4382
H 2.7260 -1.2387 0.3478
H 5.1604 -3.8171 -0.4627
H 2.0822 -1.3878 -3.3100
H 0.8569 -0.0684 -3.5163
H -3.1806 -5.8745 3.3653
H -0.7791 3.2983 -0.5355
H 4.0425 -3.9382 0.7249
H -7.3798 -0.3327 0.5213
H 3.4189 0.4794 -2.1626
H -7.4622 1.0142 1.6943
H -3.6430 1.7685 -5.3809
H 0.1319 -2.2978 6.9309
H -0.1093 2.1635 -4.1610
H 0.4350 -1.9766 0.8112
H -7.0148 1.3278 0.1328
H 1.6598 -1.3589 6.8962
H -4.4739 4.2091 0.5183
H -2.4476 1.4216 -1.7971
H -3.5891 2.9039 -0.1886
H 4.1249 1.7165 -3.1754
H 5.9294 1.8929 -0.4097
H -2.0936 -3.2584 2.7750
H 2.3637 1.7824 -2.6748
H -2.9901 -6.0022 5.1235
H 3.2494 4.5762 0.1951
H -0.5978 -3.4187 -5.8145
H -0.2678 4.7371 0.3129
H -4.6238 0.1463 -0.6611
H -2.3701 -1.1773 -2.5600
H 3.8449 3.1664 -0.6846
H -1.1756 -4.5736 2.1410
H -1.0306 0.4644 -0.4106
H 3.4497 -1.2363 1.8859
H -1.1731 -0.5644 6.4003
H 0.9155 -0.0784 3.3768
H 6.8632 -2.2590 0.3202
H 1.4998 0.3969 1.1536
H -3.5067 -0.2993 0.5749
H -3.7486 4.5128 -0.9602
H 1.5399 -2.7989 5.9558
H 0.5445 -1.4833 -0.8466
H -0.3414 -3.2649 3.0172
H -0.6357 -5.9289 5.8179
H 1.5119 0.6995 -0.5755
H 2.3555 -0.3969 4.4748
H -0.9781 -2.1136 -0.0303
H -2.4533 5.4701 0.8202
H 6.9534 4.7725 1.2471
H -5.8626 1.2707 3.1084
H -2.0135 1.7656 -5.9716
H 3.9752 0.0030 0.7918
H -2.6245 3.2704 -5.4299
H -2.5648 -3.0089 -2.4841



# 5
15
Properties=species:S:1:pos:R:3 method="wB97M-V/def2-TZVPD" largest_force_ev_per_a=4.13 gap_ev=9.42 smiles="C1=N[C@H]2CC[C@H]2N1" charge=0 homo_ev=-8.41 relative_energy_kcal_mol=49.8
N -1.1357 1.0692 -0.1212
N -1.3726 -1.2447 0.1066
C 1.1131 -0.9180 -0.3884
C -1.8814 -0.1499 -0.3361
C 1.4484 0.5519 -0.1360
C 0.0443 0.6896 0.5469
C -0.1313 -0.8927 0.5708
H -0.0275 -1.5278 1.4675
H 0.0535 1.2267 1.4628
H 2.2489 0.7976 0.4431
H 1.5575 1.0171 -1.0823
H -2.9568 -0.0016 -0.7793
H -1.5772 2.0449 -0.0359
H 1.8101 -1.7344 -0.2538
H 0.8068 -0.9279 -1.4646



# 6
68
Properties=species:S:1:pos:R:3 method="wB97M-V/def2-TZVPD" largest_force_ev_per_a=0.77 gap_ev=7.30 charge=0 homo_ev=-7.62 relative_energy_kcal_mol=17.2
Pt 0.3036 0.6598 0.4633
Br -0.2458 -2.9930 3.2056
Se 1.5585 3.7428 0.2928
Se 3.4081 2.7516 -0.6358
S -2.6491 1.6498 0.6367
O -1.8712 2.8483 0.4679
O -0.0068 -0.2434 2.2264
O -3.3209 1.4656 1.8946
O 0.3482 1.6027 3.4508
N 2.4030 0.4540 0.8026
N -1.7126 0.3960 0.2022
N -0.2746 -1.7664 -0.8612
N 0.2830 1.8166 -1.2671
C -1.0433 -1.6021 6.9829
C -0.4672 1.3620 -2.2807
C -4.9836 0.9803 -2.6338
C -2.1934 -0.9276 0.3535
C -1.8954 -3.3547 -0.0453
C 3.4562 1.0312 0.2160
C -0.4883 -1.7676 4.6475
C -5.8945 2.0207 -2.5312
C 0.0783 -4.1073 -1.1986
C -1.4287 -2.0252 -0.1942
C -0.8838 -0.2265 6.9194
C -0.3236 -0.3843 4.5590
C -5.8140 2.9116 -1.4679
C 0.4417 -2.7539 -1.3295
C -1.1481 2.2035 -3.1385
C -1.0925 -4.3957 -0.5636
C -3.4012 -1.2388 0.9418
C -3.1263 -3.6146 0.5949
C 4.9279 -0.7548 0.8422
C 3.8583 -1.3294 1.5093
C -4.8267 2.7603 -0.5085
C -0.5262 0.3615 5.7212
C -3.9848 0.8285 -1.6804
C -0.2614 4.0473 -1.9109
C 4.7212 0.4505 0.2069
C -3.8573 -2.5658 1.0587
C -0.8423 -2.3695 5.8492
C 2.6325 -0.7046 1.4630
C 0.4004 3.1394 -1.1081
C 0.0454 0.4332 3.3309
C -1.0656 3.5702 -2.9321
C -3.9123 1.7196 -0.6216
H -1.3237 -2.0835 7.9109
H -1.6109 4.2577 -3.5652
H -0.3947 1.4314 5.6388
H -5.0472 0.2806 -3.4573
H -0.5206 0.2851 -2.3689
H -4.8056 -2.7398 1.5512
H -1.4264 -5.4200 -0.4455
H -1.7525 1.7858 -3.9306
H 5.5333 0.9729 -0.2815
H 1.7745 -1.1406 1.9516
H -6.6702 2.1369 -3.2772
H -3.2684 0.0235 -1.7639
H 5.9046 -1.2204 0.8374
H -6.5244 3.7237 -1.3846
H -1.0391 0.3853 7.7982
H -0.9600 -3.4434 5.8864
H -3.4671 -4.6364 0.7044
H -0.1409 5.1055 -1.7312
H 3.9523 -2.2561 2.0569
H 0.7122 -4.8841 -1.6044
H -4.0041 -0.4564 1.3734
H -4.7560 3.4451 0.3270
H 1.3625 -2.4826 -1.8397